Entry 1:
Density functional theory data (wB97M-V/def2-TZVPD) for a molecular structure, C41H45LaNO5P in a non-equilibrium geometry.

As for the spin multiplicity: 1. The largest force on an atom is 4.6 eV/Å. The electronic energy is -2393.14411 Eh. Its charge is -2. As for the LUMO energy: 4.03 eV.

Each line ends with the Mulliken charge.
Cartesian coordinates (Å):
C (-2.72895, 6.15107, 1.38757)  3.754
C (-1.55447, 5.18384, 1.25532)  -1.645
C (-3.91563, 5.57820, 0.59093)  -1.912
C (-3.36966, 4.49459, -0.38745)  0.683
H (-4.37851, 6.40453, 0.04823)  0.316
H (-4.65905, 5.16289, 1.28086)  0.197
C (-1.73450, 4.59168, -0.12163)  0.791
H (-1.58466, 4.44537, 2.06974)  0.069
H (-0.60089, 5.72831, 1.33528)  0.599
C (-0.49658, 3.74185, -0.54692)  -1.450
H (-1.57516, 5.47088, -0.77486)  0.200
H (-3.51207, 4.85384, -1.42117)  0.524
C (-4.18031, 3.29551, -0.27160)  -0.356
C (-3.04051, 6.38931, 2.85410)  -0.496
C (-2.41681, 7.57597, 0.89777)  -0.356
O (-3.19979, 8.26447, 0.26167)  -0.664
O (-2.81166, 5.59666, 3.74930)  -0.660
O (-3.58706, 7.59654, 3.04757)  -0.253
O (-1.22685, 8.05688, 1.29606)  -0.269
C (-1.12663, 9.46796, 1.03601)  -0.820
H (-0.20299, 9.78776, 1.51669)  0.261
H (-1.99774, 9.96917, 1.47491)  0.307
H (-1.10120, 9.66685, -0.04311)  0.288
C (-3.86210, 7.89737, 4.41078)  -0.830
H (-4.51922, 7.14490, 4.85491)  0.293
H (-4.34112, 8.87335, 4.37437)  0.250
H (-2.93033, 7.94626, 4.98323)  0.330
O (-0.33572, 2.37549, -0.29611)  -0.091
H (0.36756, 4.22146, -0.04988)  0.202
H (-0.33659, 3.88560, -1.62769)  0.299
C (-4.30086, 2.42156, -1.45706)  -0.952
C (-4.20137, 2.64617, 1.05883)  -0.638
H (-5.19324, 2.70039, 1.53722)  0.157
H (-3.47829, 3.09957, 1.75290)  -0.139
H (-3.93628, 1.57435, 1.00547)  0.271
H (-4.19239, 1.36342, -1.17983)  0.156
H (-3.51424, 2.63904, -2.19466)  0.324
H (-5.26849, 2.52289, -1.96826)  0.203
La (-0.24039, 0.31225, -0.21524)  1.305
C (1.09492, -0.32819, -2.75261)  -0.205
C (0.65881, 0.99775, -3.04524)  -1.344
C (1.46187, 1.89142, -2.28414)  -0.086
H (-0.12871, 1.28121, -3.74146)  0.356
C (2.30554, 1.12839, -1.42696)  -1.273
C (2.13314, -0.24740, -1.77599)  -0.443
H (2.76503, -1.07070, -1.43876)  0.699
H (0.72492, -1.23325, -3.22525)  0.395
H (1.48437, 2.97242, -2.39321)  0.758
H (3.01046, 1.52771, -0.69056)  0.368
C (-1.24115, -0.57615, 2.34551)  -1.153
C (0.10900, -1.02259, 2.22948)  -0.217
C (0.96914, 0.12557, 2.24268)  -1.232
H (0.43048, -2.05659, 2.21039)  0.710
C (0.13641, 1.28612, 2.36781)  -0.386
C (-1.22572, 0.85386, 2.44266)  -0.188
H (-2.08624, 1.49794, 2.62759)  0.544
H (-2.12438, -1.20544, 2.37691)  0.398
H (2.05845, 0.12397, 2.24333)  0.423
H (0.48074, 2.31475, 2.46569)  0.449
N (-0.70978, -1.85588, -0.76525)  -0.295
P (-0.30542, -3.36104, -0.91273)  1.067
C (-1.24190, -4.46372, 0.18231)  0.423
C (-0.63209, -5.40553, 1.02122)  -0.212
C (-1.41804, -6.23774, 1.82308)  -0.645
C (-2.80793, -6.07906, 1.85886)  -0.432
C (-3.40425, -5.05156, 1.11569)  -0.862
C (-2.61744, -4.22100, 0.31111)  -0.566
C (-0.57148, -4.00687, -2.59130)  0.126
C (0.43619, -3.90032, -3.56405)  -0.025
C (0.17707, -4.27715, -4.88673)  -0.848
C (-1.10365, -4.70078, -5.25820)  -0.443
C (-2.12900, -4.71149, -4.30800)  -0.597
C (-1.87110, -4.34530, -2.98646)  -0.626
C (1.41786, -3.88864, -0.62228)  0.013
C (2.30544, -3.10955, 0.13365)  -0.736
C (3.62054, -3.53495, 0.33882)  -0.601
C (4.06177, -4.75476, -0.18539)  -0.523
C (3.17455, -5.55085, -0.91367)  -0.722
C (1.86273, -5.12578, -1.12440)  -0.084
H (0.45508, -5.48459, 1.05838)  0.272
H (-0.94149, -7.01739, 2.42009)  0.385
H (-3.42431, -6.74696, 2.46477)  0.341
H (-4.48235, -4.90024, 1.15522)  0.376
H (-3.05928, -3.36589, -0.20003)  0.570
H (1.42347, -3.51554, -3.30075)  0.474
H (0.98072, -4.24132, -5.62054)  0.373
H (-1.29789, -5.02177, -6.28490)  0.327
H (-3.13803, -5.01098, -4.59616)  0.374
H (-2.68419, -4.29545, -2.26232)  0.229
H (1.96927, -2.15677, 0.55285)  0.471
H (4.30100, -2.91116, 0.92133)  0.384
H (5.08774, -5.08525, -0.01475)  0.339
H (3.49702, -6.51065, -1.32016)  0.363
H (1.18149, -5.76270, -1.69216)  0.490


Entry 2:
Density functional theory data (wB97M-V/def2-TZVPD) for a gas-phase ion, C3H9N2 (charge +1) in a non-equilibrium geometry.

As for the spin multiplicity: 1. The largest force on an atom is 1.8 eV/Å. For the energy relative to the best compared isomer or geometry (same formula, charge and spin), the calculation gives 108.3 kJ/mol. The SMILES is C/C([NH3+])=C\N. The electronic energy is -228.94557 Eh. Its charge is +1. As for the LUMO energy: -3.60 eV.

Each line ends with the Mulliken charge.
Cartesian coordinates (Å):
C (-1.05016, 0.71024, -0.79156)  -1.255
C (-0.11179, 0.19138, 0.24917)  0.578
N (0.72954, 1.28962, 0.87619)  -0.346
C (0.37978, -1.04424, 0.39936)  -0.448
N (0.02379, -2.12110, -0.34772)  -0.388
H (-0.97892, 1.77330, -1.02647)  0.363
H (-0.90846, 0.17573, -1.73282)  0.351
H (-2.07342, 0.54632, -0.44360)  0.288
H (0.79835, 2.07763, 0.22909)  0.372
H (0.42039, 1.63803, 1.79367)  0.348
H (1.68061, 0.94721, 1.01662)  0.368
H (0.98771, -1.32467, 1.25528)  0.335
H (-0.53563, -1.94574, -1.16471)  0.192
H (0.63821, -2.91372, -0.31250)  0.241